{"formula": "C5H14NO2", "method": "the ωB97M-V functional and the def2-TZVPD basis", "relative_energy_kcal_mol": 13.66, "gap_ev": 7.53, "charge": -1, "total_energy_ha": -404.1328, "homo_energy_ev": -3.4, "elements": ["C", "O", "C", "C", "H", "H", "H", "H", "H", "H", "H", "H", "C", "O", "C", "N", "H", "H", "H", "H", "H", "H"], "positions_angstrom": [[-2.5959, 0.6772, -0.5577], [-2.1417, -0.4373, 0.1709], [-1.9839, 2.0331, -0.1323], [-0.8575, 2.5059, -1.0197], [-2.4750, 0.4906, -1.6426], [-3.6886, 0.7531, -0.4334], [-1.0814, -0.3704, 0.3025], [-2.7945, 2.7609, 0.0041], [-1.6113, 1.8753, 0.8840], [-1.1524, 2.6526, -2.0607], [-0.4342, 3.4321, -0.6076], [-0.0443, 1.7795, -0.9984], [1.3250, -1.1984, -0.0003], [0.3628, -0.3192, 0.4084], [2.1361, -1.7465, 1.1565], [3.2232, -2.6177, 0.6968], [0.9156, -2.0547, -0.5874], [2.0288, -0.7119, -0.7117], [2.6238, -0.9174, 1.6744], [1.4664, -2.2465, 1.8683], [3.8147, -2.9367, 1.4490], [2.9642, -3.4037, 0.1370]], "forces_ev_per_a": [[-0.281, -0.387, 0.120], [0.375, 0.647, 0.076], [-0.407, -0.743, 0.335], [0.503, 0.332, 0.294], [0.277, 0.312, 0.021], [0.049, -0.142, 0.164], [-0.399, -0.471, -0.371], [0.133, 0.176, -0.421], [0.168, -0.054, -0.065], [-0.131, 0.138, 0.028], [-0.077, 0.058, -0.320], [-0.080, -0.214, 0.040], [-0.610, 0.665, -0.460], [0.026, 0.207, 0.233], [0.392, -0.455, 0.095], [0.754, 0.434, 0.091], [-0.012, -0.193, 0.143], [0.218, -0.123, 0.093], [-0.206, 0.110, 0.038], [-0.110, 0.098, -0.029], [-0.065, -0.068, 0.066], [-0.518, -0.327, -0.169]]}